# 1
Molecular formula: C7H6CrNO7
Method: DFT, wB97M-V/def2-TZVPD

Calculated values
2S+1: 4
E_tot, Ha: -1895.4441
⟨S²⟩: 3.809
Net charge: +2
Relative energy (zero: lowest compared OMol25 entry of this formula, charge and spin), eV: 2.497

Element x y z (Å)
O 2.96745 -2.31820 -1.59924
C 2.45660 -1.73151 -0.71690
Cr 2.05536 -0.88741 0.69677
C 1.05722 0.45240 1.84803
O 0.81057 1.13436 2.75060
C 1.00947 -0.58325 -3.42860
O 0.51198 -0.35073 -2.42049
C 0.88458 -2.26680 1.33084
O 0.16261 -3.17654 1.37911
C 3.58282 0.19455 0.40630
O 4.43282 0.85315 -0.04716
H 1.49249 -0.87488 -4.27145
N -2.73202 1.81475 0.04136
C -2.51556 0.41881 0.49015
C -1.03444 0.31195 0.75246
O -0.63817 -0.63369 1.50873
O -0.29346 1.23935 0.31038
H -2.82417 2.41436 0.86877
H -3.58987 1.91807 -0.50242
H -1.89269 2.13760 -0.47437
H -3.10571 0.20873 1.37948
H -2.79788 -0.27507 -0.30234

natural (NBO) atomic charge list, values in e, 4 entries: -0.441 0.446 0.209 0.509


# 2
Molecular formula: C7H6ErNO6
Method: DFT, wB97M-V/def2-TZVPD

Calculated values
2S+1: 4
E_tot, Ha: -1790.9616
⟨S²⟩: 3.754
Net charge: +2
Relative energy (zero: lowest compared OMol25 entry of this formula, charge and spin), eV: 0.000

Element x y z (Å)
O 0.50810 0.03189 -4.76355
C 0.26447 0.07290 -3.61671
Er 0.58708 0.15887 -0.89096
O 3.31913 -0.08647 -3.20160
C 2.44868 -0.01502 -2.42903
C -1.86814 -0.10335 -1.70678
O -2.80272 -0.15163 -0.95296
C -0.34702 -1.94969 -1.45160
O -0.69961 -2.97181 -1.82098
C -0.40089 2.21762 -1.51926
O -0.82099 3.20173 -1.92173
H -2.04571 0.01581 -2.77201
C -0.70471 0.57531 3.08039
C 0.45108 -0.14290 2.47266
N 1.25099 -0.81100 3.29986
O 0.72160 -0.11686 1.22703
H -0.69543 0.43643 4.16964
H -1.64063 0.14666 2.69634
H -0.64555 1.65407 2.87063
H 2.04943 -1.31564 2.93139
H 1.07085 -0.84693 4.29922

natural (NBO) atomic charge list, values in e, 4 entries: -0.349 0.496 1.538 -0.275


# 3
Molecular formula: C7H6MnNO6
Method: DFT, wB97M-V/def2-TZVPD

Calculated values
2S+1: 4
E_tot, Ha: -1926.0721
⟨S²⟩: 3.848
Net charge: +3
Relative energy (zero: lowest compared OMol25 entry of this formula, charge and spin), eV: 0.190

Element x y z (Å)
O -0.88602 -3.69781 -4.37982
C -0.35354 -3.11912 -3.53217
Mn 0.35676 -1.92940 -1.07053
C -0.42444 -1.82037 0.53439
O -1.07902 -1.74479 1.49576
C 1.39499 -0.50167 -0.91181
O 2.03610 0.46893 -0.97990
C -1.14151 -1.15935 -1.76526
O -2.09988 -0.65419 -2.18865
C 1.30111 -3.42568 -0.61013
O 1.91459 -4.32343 -0.21310
H 1.02617 -2.13623 -2.52910
C -0.84829 3.55851 1.71410
C -0.35670 2.16602 1.38621
N 0.71098 1.80266 2.17067
O -0.84766 1.42757 0.52865
H -1.19533 3.62863 2.75148
H -1.68863 3.80569 1.06446
H -0.07152 4.32736 1.60163
H 1.09867 0.87143 2.12440
H 1.15318 2.45522 2.80872

natural (NBO) atomic charge list, values in e, 4 entries: -0.254 0.584 0.109 0.514